{
  "formula": "C21H30BCl6F7N2Na2O5S2",
  "method": "ωB97M-V/def2-TZVPD",
  "species": ["C", "O", "C", "C", "C", "C", "C", "C", "C", "C", "C", "C", "C", "N", "C", "C", "O", "Cl", "C", "S", "C", "N", "C", "C", "C", "Cl", "H", "H", "H", "H", "H", "H", "H", "H", "H", "H", "H", "H", "H", "H", "H", "H", "H", "H", "H", "H", "H", "H", "H", "H", "H", "H", "H", "H", "H", "H", "C", "Cl", "Cl", "Cl", "Cl", "Na", "B", "F", "F", "F", "F", "Na", "C", "F", "F", "F", "S", "O", "O", "O"],
  "coordinates": [[-8.452, 0.767, 0.657], [-7.114, 0.737, 0.184], [-7.012, 0.364, -1.170], [-5.978, 1.276, -1.829], [-4.590, 0.643, -1.679], [-3.514, 1.686, -2.099], [-2.084, 1.230, -1.754], [-1.344, 0.384, -2.821], [-0.614, -0.806, -2.194], [0.478, -0.268, -1.296], [1.350, -1.320, -0.588], [0.948, -1.645, 0.870], [1.544, -2.970, 1.107], [1.980, -4.036, 1.242], [-0.568, -1.845, 1.104], [-1.028, -3.276, 0.802], [-1.426, -4.004, 1.660], [-1.021, -3.888, -0.884], [1.642, -0.663, 1.916], [1.760, 1.085, 1.355], [3.036, -1.098, 1.984], [4.133, -1.482, 2.055], [1.118, -0.783, 3.358], [0.179, 0.286, 3.913], [0.856, 1.539, 4.442], [-1.199, 0.704, 2.834], [-8.784, -0.239, 0.871], [-8.457, 1.347, 1.563], [-9.111, 1.256, -0.049], [-7.961, 0.394, -1.683], [-6.620, -0.650, -1.203], [-5.958, 2.227, -1.322], [-6.193, 1.395, -2.888], [-4.463, 0.359, -0.647], [-4.473, -0.227, -2.328], [-3.723, 2.556, -1.500], [-3.612, 2.006, -3.152], [-1.501, 2.107, -1.527], [-2.169, 0.624, -0.865], [-0.680, 0.975, -3.433], [-2.085, -0.068, -3.499], [-0.156, -1.355, -3.006], [-1.363, -1.371, -1.670], [0.036, 0.347, -0.525], [1.132, 0.396, -1.846], [1.319, -2.244, -1.147], [2.377, -1.001, -0.560], [-0.880, -1.721, 2.122], [-1.182, -1.204, 0.487], [2.591, 1.017, 0.307], [1.964, -0.816, 4.022], [0.638, -1.742, 3.471], [-0.287, -0.158, 4.775], [1.771, 1.271, 4.941], [1.020, 2.262, 3.665], [0.164, 1.990, 5.135], [-8.738, -2.591, -3.967], [-7.636, -3.965, -3.886], [-9.887, -2.821, -5.279], [-9.599, -2.425, -2.438], [-7.800, -1.108, -4.266], [-3.834, 0.793, -4.463], [6.881, 1.282, 2.195], [7.044, -0.072, 2.115], [8.102, 1.961, 1.897], [5.962, 1.758, 1.208], [6.444, 1.684, 3.454], [7.760, 3.803, 0.823], [12.389, 0.312, 0.195], [11.244, -0.181, 0.676], [13.369, -0.073, 1.024], [12.614, -0.284, -0.987], [12.325, 2.144, 0.029], [12.076, 2.600, 1.379], [11.222, 2.352, -0.890], [13.628, 2.478, -0.498]],
  "atomic_forces_ev_per_a": [[0.52, -0.05, 0.13], [-0.27, 0.37, -0.07], [0.59, 0.28, 0.22], [0.39, -1.35, 0.09], [0.29, 1.57, -1.38], [0.23, -0.85, 1.09], [-0.08, -0.01, -1.11], [-0.96, -0.19, 0.48], [0.47, 1.36, -0.71], [0.14, -0.41, 0.87], [-0.78, 0.28, -0.13], [0.01, -0.30, 0.27], [0.78, -1.67, 0.46], [-0.65, 1.29, -0.16], [-0.23, -0.88, -1.19], [-0.44, -0.77, 1.40], [0.24, 0.61, -0.89], [0.09, 0.27, 0.14], [0.71, -0.10, -0.79], [-0.63, 0.74, 0.36], [2.39, -0.79, 0.05], [-1.86, 0.67, -0.15], [-0.73, 0.47, -0.28], [0.47, -0.03, 0.41], [-0.81, -0.05, -0.39], [-0.13, 0.21, 0.04], [-0.35, -0.33, 0.04], [0.04, 0.12, 0.41], [-0.24, 0.06, -0.32], [-0.43, 0.06, -0.07], [-0.20, -0.46, -0.22], [-0.27, 0.43, -0.03], [-0.26, 0.31, -0.30], [0.35, -0.22, 0.29], [-0.25, -0.60, 0.24], [-0.09, 0.59, -0.05], [0.10, 0.73, 0.88], [0.34, 0.20, 0.26], [0.06, -0.04, 0.50], [0.26, 0.31, -0.17], [-0.08, -0.13, -0.21], [-0.07, -0.67, -0.05], [-0.03, -0.60, 0.16], [-0.14, 0.34, 0.16], [0.13, 0.18, -0.38], [0.09, -0.28, -0.22], [0.49, 0.01, -0.06], [0.10, 0.14, 0.35], [0.04, 0.47, -0.09], [0.22, -0.52, 0.20], [0.37, 0.12, 0.29], [-0.09, -0.45, -0.13], [-0.34, -0.37, 0.21], [0.39, 0.05, 0.17], [0.41, 0.25, -0.30], [-0.07, 0.27, 0.43], [-0.10, -0.22, 0.04], [0.01, 0.04, 0.00], [0.04, 0.03, 0.02], [0.03, 0.03, -0.02], [0.07, 0.15, -0.08], [-0.18, -0.73, -0.71], [-0.02, -0.27, 0.28], [-0.02, -0.06, -0.12], [0.28, 0.39, -0.06], [-0.24, 0.41, -0.33], [-0.14, 0.17, 0.05], [0.29, -0.83, 0.17], [0.00, 0.01, -0.01], [-0.20, -0.04, 0.07], [0.14, 0.00, 0.10], [0.03, -0.02, -0.15], [0.19, 0.51, 0.05], [-0.13, -0.07, 0.12], [-0.35, -0.01, -0.13], [0.06, -0.14, -0.08]],
  "orbital_gap_ev": 3.2423,
  "energy_ha": -5910.06458,
  "largest_force_ev_per_a": 2.52
}